a) 20
Properties=species:S:1:pos:R:3:mulliken_charge:R:1 method="wB97M-V/def2-TZVPD" e_homo_ev=-9.16 charge=0
C -0.75 0.65 -0.91 -0.939
N -0.44 1.05 0.45 -0.366
C -0.67 0.03 1.46 -0.696
C 0.22 -1.18 1.17 -0.675
S 0.37 -2.26 2.62 -0.227
H 0.06 0.02 -1.26 0.246
H -1.72 0.17 -1.07 0.334
H -0.61 1.55 -1.53 0.377
H -0.83 1.92 0.76 0.412
H -1.70 -0.35 1.45 0.229
H -0.40 0.40 2.45 0.520
H 1.20 -0.83 0.87 0.359
H -0.05 -1.84 0.34 0.309
H -0.09 -3.41 2.11 0.125
H 0.19 -1.97 -3.10 0.311
H 0.59 -1.19 -4.43 0.321
O 0.86 -1.82 -3.77 -0.640
H 0.74 2.51 0.45 0.369
H 1.99 3.31 0.93 0.299
O 1.03 3.24 1.01 -0.668


b) 20
Properties=species:S:1:pos:R:3:mulliken_charge:R:1 method="wB97M-V/def2-TZVPD" e_homo_ev=-9.05 charge=0
C 0.56 -0.90 2.05 -1.260
C -0.06 -0.64 0.67 0.508
C 1.00 -0.37 -0.41 -0.846
S 0.56 -1.12 -2.04 -0.217
N -1.02 0.45 0.81 -0.681
H 0.27 -1.84 2.50 0.302
H 0.28 -0.14 2.79 0.338
H 1.63 -0.86 2.00 0.316
H -0.65 -1.51 0.37 0.349
H 1.11 0.70 -0.66 0.246
H 2.00 -0.70 -0.15 0.416
H 1.62 -1.90 -2.25 0.117
H -0.63 1.26 1.29 0.192
H -1.42 0.77 -0.07 0.229
H -3.11 -0.82 -3.67 0.313
H -3.14 0.04 -4.90 0.318
O -3.17 -0.89 -4.63 -0.633
H 1.53 2.53 1.37 0.311
H 1.64 3.13 2.80 0.314
O 1.01 2.80 2.14 -0.630


c) 20
Properties=species:S:1:pos:R:3:mulliken_charge:R:1 method="wB97M-V/def2-TZVPD" e_homo_ev=-8.96 charge=0
C -1.09 -3.90 0.19 -1.066
C -0.66 -2.56 -0.44 0.070
C 0.89 -2.34 -0.28 -0.577
S 1.11 -0.79 -1.19 -0.259
N -1.42 -1.49 0.00 -0.683
H -0.41 -4.68 0.08 0.399
H -2.00 -4.41 -0.41 0.226
H -1.26 -3.53 1.23 0.270
H -0.97 -2.55 -1.49 0.349
H 1.14 -2.31 0.77 0.320
H 1.45 -3.29 -0.64 0.340
H 2.43 -0.88 -1.45 0.126
H -1.26 -1.30 0.96 0.215
H -1.27 -0.54 -0.41 0.270
H 0.45 6.26 -0.13 0.356
H 0.13 5.13 -1.23 0.332
O 0.48 6.08 -1.16 -0.669
H 0.35 6.13 2.50 0.337
H 1.37 5.53 1.30 0.352
O 0.54 5.46 1.80 -0.708


The least stable of them is c).


a) 10
Properties=species:S:1:pos:R:3:mulliken_charge:R:1 method="wB97M-V/def2-TZVPD" e_homo_ev=-8.85 charge=0
C -0.24 0.47 0.06 -0.115
C -1.34 -0.58 0.70 -1.024
N 2.35 0.53 -0.40 -0.577
S -0.45 0.88 -1.74 -0.227
S 1.11 -0.29 -0.76 0.215
H 0.16 1.18 0.70 0.481
H -0.98 -1.21 1.39 0.392
H -1.77 -1.34 -0.07 0.281
H -1.95 0.17 1.01 0.327
H 3.13 0.18 -0.89 0.248


b) 10
Properties=species:S:1:pos:R:3:mulliken_charge:R:1 method="wB97M-V/def2-TZVPD" e_homo_ev=-8.89 charge=0
C -0.07 1.35 -0.04 -0.715
C 0.87 -1.01 -0.11 -0.103
H -0.08 1.75 1.16 0.220
H 0.95 1.52 -0.69 0.302
H -0.97 1.78 -0.75 0.268
H -1.63 -1.62 1.08 0.156
H 0.37 -2.13 -0.11 0.240
N -0.29 -0.10 -0.21 0.041
S -1.70 -0.90 -0.20 -0.174
S 2.57 -0.64 -0.13 -0.233


The least stable of them is b).


a) 13
Properties=species:S:1:pos:R:3:mulliken_charge:R:1 method="wB97M-V/def2-TZVPD" e_homo_ev=-9.57 charge=0
C -1.70 -1.96 -0.34 -0.161
C -1.87 0.38 0.08 0.434
C -0.55 -0.10 0.06 0.117
C -2.42 1.83 0.24 0.509
C 0.69 0.73 -0.11 -0.999
N -0.52 -1.45 -0.16 -0.577
O -1.70 2.73 0.48 -0.429
S -3.01 -0.84 -0.18 -0.084
Cl -4.21 1.94 0.27 -0.211
H -1.96 -2.91 -0.57 0.523
H 0.88 1.13 -1.09 0.275
H 0.59 1.63 0.64 0.261
H 1.49 0.06 0.17 0.343


b) 13
Properties=species:S:1:pos:R:3:mulliken_charge:R:1 method="wB97M-V/def2-TZVPD" e_homo_ev="-7.97 / -7.96" charge=0
C -1.06 0.50 0.70 -0.385
C -1.73 -0.42 1.41 -0.433
C -0.47 -0.26 -0.35 0.901
C 2.38 0.42 -0.29 0.213
C 0.28 0.29 -1.43 -0.981
N -0.89 -1.55 -0.27 -0.465
O -1.68 -1.60 0.79 -0.112
S 2.60 1.73 0.56 -0.182
Cl 2.94 -1.14 -0.29 -0.057
H -0.98 1.61 0.89 0.298
H -2.31 -0.48 2.23 0.555
H 0.67 -0.44 -2.19 0.331
H 0.24 1.36 -1.76 0.318


The least stable of them is b).


a) 10
Properties=species:S:1:pos:R:3:mulliken_charge:R:1 method="wB97M-V/def2-TZVPD" e_homo_ev="-7.87 / -7.88" charge=0
C -0.41 -0.75 0.07 -0.390
N 0.69 1.29 -0.61 -0.271
N -0.04 0.14 1.14 -0.276
N 0.86 1.00 0.61 -0.009
N -0.25 -0.12 -1.21 -0.029
S -0.80 -0.29 -2.70 -0.186
H 0.29 -1.72 0.07 0.207
H -1.35 -1.14 0.08 0.379
H -0.85 0.68 1.56 0.304
H 1.86 0.92 0.99 0.272


b) 10
Properties=species:S:1:pos:R:3:mulliken_charge:R:1 method="wB97M-V/def2-TZVPD" e_homo_ev="-8.72 / -8.72" charge=0
C -1.79 0.39 0.05 -0.556
N 0.37 0.79 -0.71 -0.191
N 1.61 0.85 -0.60 -0.141
N 2.21 -1.55 0.25 -0.429
N -0.35 0.44 0.25 -0.135
S 2.70 -0.17 -0.07 0.341
H -1.97 -0.10 -0.83 0.304
H -2.03 -0.20 0.93 0.267
H -2.02 1.41 0.17 0.243
H 1.28 -1.87 0.54 0.298


The least stable of them is a).


a) 106
Properties=species:S:1:pos:R:3:mulliken_charge:R:1 method="wB97M-V/def2-TZVPD" e_homo_ev=-4.02 charge=-1
Cs 0.25 -0.45 1.07 2.104
N 1.20 3.27 -2.73 0.170
C 0.92 2.20 -1.93 -1.613
N 0.17 1.21 -2.26 -0.001
C -0.43 1.21 -3.51 0.426
N -1.24 0.29 -3.88 -0.608
N -1.61 -0.61 -2.91 -0.227
C -1.09 -1.76 -2.97 -0.519
C -1.49 -2.82 -2.01 0.767
C -1.42 -4.15 -2.40 -0.731
C -1.83 -5.13 -1.51 -0.227
C -2.28 -4.74 -0.26 -0.857
C -2.29 -3.39 0.05 -0.088
N -1.91 -2.44 -0.81 -0.115
C -0.12 2.30 -4.46 0.653
C -0.63 2.35 -5.75 -0.298
C -0.32 3.40 -6.60 -0.749
C 0.50 4.43 -6.15 -0.362
C 1.02 4.40 -4.87 -0.772
C 0.71 3.34 -4.02 -0.060
H 1.79 4.00 -2.36 0.262
H 1.40 2.19 -0.96 1.157
H -0.35 -2.02 -3.73 0.266
H -1.05 -4.41 -3.38 0.358
H -1.79 -6.17 -1.78 0.413
H -2.59 -5.47 0.48 0.373
H -2.59 -3.04 1.03 0.483
H -1.27 1.54 -6.07 0.460
H -0.73 3.43 -7.60 0.389
H 0.75 5.26 -6.80 0.391
H 1.66 5.20 -4.51 0.393
S 1.35 3.70 1.33 -0.771
P 2.79 2.26 1.53 2.466
C 2.65 1.06 0.40 -0.869
P 3.64 -0.30 0.38 1.243
S 2.73 -2.05 -0.04 -0.578
C 4.71 -0.61 1.86 -0.116
C 4.34 -1.57 2.79 -0.684
C 5.10 -1.78 3.93 -0.722
C 6.26 -1.05 4.15 -0.470
C 6.64 -0.09 3.22 -0.841
C 5.87 0.13 2.09 0.221
C 4.91 -0.15 -0.97 -0.285
C 6.14 -0.80 -0.96 -0.343
C 7.00 -0.69 -2.04 -0.666
C 6.64 0.06 -3.15 -0.520
C 5.40 0.69 -3.18 -0.578
C 4.55 0.58 -2.09 -0.504
C 4.33 3.28 1.57 0.076
C 5.22 3.16 0.51 -0.741
C 6.36 3.95 0.45 -0.422
C 6.62 4.88 1.45 -0.633
C 5.72 5.02 2.51 -0.647
C 4.58 4.23 2.55 -0.234
C 2.68 1.64 3.27 0.983
C 3.73 1.58 4.18 -0.446
C 3.57 0.93 5.40 -0.703
C 2.37 0.33 5.73 -0.936
C 1.30 0.39 4.84 -0.762
C 1.47 1.03 3.62 -0.955
H 3.45 -2.17 2.60 0.433
H 4.78 -2.53 4.65 0.438
H 6.86 -1.23 5.03 0.385
H 7.54 0.49 3.38 0.406
H 6.18 0.89 1.38 0.466
H 6.42 -1.41 -0.11 0.418
H 7.96 -1.19 -2.02 0.390
H 7.31 0.15 -4.00 0.374
H 5.10 1.26 -4.05 0.439
H 3.58 1.08 -2.09 0.206
H 5.02 2.44 -0.27 0.241
H 7.05 3.84 -0.38 0.443
H 7.51 5.49 1.41 0.373
H 5.91 5.75 3.29 0.396
H 3.87 4.37 3.36 0.338
H 4.69 2.02 3.94 0.339
H 4.41 0.88 6.09 0.403
H 2.26 -0.18 6.68 0.349
H 0.34 -0.05 5.07 0.525
H 0.65 1.08 2.92 -0.737
N -2.81 0.75 0.71 -0.320
C -2.89 1.28 2.06 1.208
C -4.34 1.55 2.49 -1.016
C -4.57 2.25 3.83 -1.026
C -3.77 3.54 4.04 -0.636
N -2.40 3.21 4.37 -0.109
C -1.31 3.87 3.97 0.778
N -0.11 3.42 4.32 -0.237
N -1.36 5.02 3.28 -0.454
C -2.19 0.31 3.06 0.479
O -1.98 0.76 4.23 -0.904
O -1.88 -0.81 2.63 -0.770
H -3.62 0.98 0.15 0.281
H -2.74 -0.27 0.75 0.016
H -2.33 2.22 2.09 -0.293
H -4.89 0.60 2.49 0.264
H -4.79 2.16 1.70 0.417
H -4.34 1.57 4.66 0.328
H -5.63 2.48 3.91 0.486
H -4.21 4.11 4.85 0.337
H -3.83 4.17 3.14 0.333
H -2.21 2.16 4.43 0.275
H -0.08 2.48 4.70 0.280
H 0.66 3.64 3.68 -0.265
H -2.20 5.18 2.74 0.268
H -0.50 5.24 2.78 0.251


b) 106
Properties=species:S:1:pos:R:3:mulliken_charge:R:1 method="wB97M-V/def2-TZVPD" e_homo_ev=-3.90 charge=-1
Cs 0.50 0.53 -0.08 1.593
N -3.05 3.08 -2.27 0.104
C -2.11 2.44 -1.52 -0.542
N -2.36 1.64 -0.54 0.194
C -3.68 1.34 -0.25 0.181
N -3.99 0.41 0.58 -0.693
N -2.91 -0.34 1.01 0.002
C -2.81 -0.45 2.27 -0.547
C -1.75 -1.27 2.88 0.763
C -1.96 -1.80 4.15 -0.763
C -0.98 -2.61 4.71 -0.401
C 0.18 -2.84 3.99 -1.131
C 0.32 -2.24 2.75 0.205
N -0.62 -1.48 2.20 0.111
C -4.75 2.11 -0.90 0.747
C -6.09 2.01 -0.55 -0.348
C -7.06 2.73 -1.22 -0.747
C -6.69 3.57 -2.27 -0.361
C -5.36 3.70 -2.63 -0.852
C -4.39 2.97 -1.94 0.067
H -2.75 3.66 -3.03 0.238
H -1.08 2.65 -1.78 0.373
H -3.53 0.04 2.94 0.285
H -2.88 -1.59 4.68 0.394
H -1.13 -3.05 5.69 0.417
H 0.98 -3.45 4.39 0.468
H 1.24 -2.35 2.19 0.210
H -6.35 1.34 0.26 0.453
H -8.10 2.64 -0.94 0.386
H -7.44 4.14 -2.80 0.384
H -5.07 4.36 -3.44 0.360
S -0.35 -0.85 -2.86 -0.541
P 1.65 -1.15 -2.93 1.777
C 2.54 -0.91 -1.55 -0.536
P 3.53 -1.91 -0.70 1.872
S 3.66 -1.58 1.33 -0.712
C 3.06 -3.69 -0.80 0.234
C 3.86 -4.70 -1.33 -0.618
C 3.40 -6.01 -1.36 -0.728
C 2.14 -6.33 -0.88 -0.632
C 1.33 -5.32 -0.37 -0.823
C 1.79 -4.01 -0.34 -0.566
C 5.29 -1.92 -1.25 -0.148
C 5.63 -1.27 -2.43 -0.351
C 6.94 -1.26 -2.88 -0.730
C 7.93 -1.90 -2.16 -0.510
C 7.61 -2.54 -0.97 -0.706
C 6.30 -2.55 -0.51 -0.354
C 1.93 -2.78 -3.74 -0.375
C 1.02 -3.82 -3.60 -0.190
C 1.30 -5.08 -4.12 -0.632
C 2.48 -5.31 -4.80 -0.468
C 3.40 -4.28 -4.95 -0.839
C 3.13 -3.03 -4.42 -0.050
C 2.24 -0.01 -4.26 -0.045
C 3.08 1.04 -3.94 -0.281
C 3.50 1.94 -4.92 -0.761
C 3.08 1.77 -6.23 -0.431
C 2.23 0.72 -6.56 -0.661
C 1.81 -0.16 -5.58 -0.468
H 4.84 -4.47 -1.72 0.360
H 4.03 -6.79 -1.79 0.415
H 1.79 -7.35 -0.91 0.359
H 0.33 -5.55 -0.01 0.435
H 1.14 -3.22 0.01 0.645
H 4.84 -0.77 -2.98 0.113
H 7.18 -0.74 -3.81 0.451
H 8.96 -1.89 -2.51 0.369
H 8.38 -3.04 -0.39 0.399
H 6.04 -3.03 0.42 0.412
H 0.09 -3.62 -3.08 0.368
H 0.58 -5.88 -3.99 0.418
H 2.69 -6.29 -5.20 0.380
H 4.33 -4.45 -5.48 0.401
H 3.86 -2.23 -4.53 0.321
H 3.41 1.14 -2.91 0.318
H 4.16 2.76 -4.66 0.426
H 3.40 2.46 -7.00 0.365
H 1.89 0.59 -7.58 0.382
H 1.13 -0.97 -5.82 0.408
N 0.82 1.34 3.39 -0.265
C 1.92 2.13 2.85 1.471
C 2.53 3.14 3.83 -1.167
C 3.43 4.20 3.19 -0.702
C 4.34 3.66 2.09 -0.681
N 4.95 2.37 2.43 -0.110
C 4.72 1.22 1.77 0.226
N 5.41 0.11 2.11 -0.416
N 3.87 1.16 0.77 -0.029
C 1.38 2.87 1.60 -0.017
O 0.25 3.36 1.68 -0.766
O 2.13 2.88 0.57 -0.733
H 0.00 1.93 3.41 0.342
H 1.02 1.02 4.34 0.240
H 2.70 1.44 2.53 -0.531
H 3.10 2.58 4.58 0.380
H 1.72 3.63 4.37 0.324
H 4.01 4.69 3.98 0.442
H 2.82 4.99 2.73 0.324
H 5.13 4.39 1.87 0.412
H 3.77 3.52 1.18 0.315
H 5.55 2.32 3.24 0.252
H 5.94 0.15 2.97 0.189
H 4.87 -0.75 1.98 0.112
H 3.03 1.82 0.74 -0.363
H 3.64 0.22 0.46 -0.276


The least stable of them is b).


a) 12
Properties=species:S:1:pos:R:3:mulliken_charge:R:1 method="wB97M-V/def2-TZVPD" e_homo_ev=-8.95 charge=0
C 0.13 1.68 0.14 -0.864
C 0.81 0.36 0.08 0.167
N 2.05 0.23 -0.20 0.771
O 2.34 -1.11 -0.01 -0.559
O 2.95 0.99 -0.44 -0.659
P 0.44 -1.45 0.20 0.086
H -0.61 1.57 0.95 0.284
H 0.94 2.44 0.43 0.281
H -0.25 2.08 -0.84 0.241
H -0.94 -1.70 0.66 0.068
H 0.57 -2.32 -0.99 0.122
H 0.79 -1.88 1.38 0.062


b) 12
Properties=species:S:1:pos:R:3:mulliken_charge:R:1 method="wB97M-V/def2-TZVPD" e_homo_ev=-8.58 charge=0
C 0.41 -0.58 0.92 0.487
C -1.09 -0.75 -0.69 -0.735
N 1.29 0.15 0.32 0.010
O 0.10 -1.17 1.90 -0.459
O 2.57 0.46 0.93 -0.447
P -1.16 0.92 -1.41 -0.167
H -0.54 -1.52 -1.27 0.355
H -1.93 -1.17 -0.19 0.397
H 1.13 0.98 -0.23 0.199
H 2.83 -0.20 1.52 0.314
H -1.01 1.70 -0.33 -0.003
H -2.60 1.19 -1.47 0.049


The least stable of them is a).


a) 22
Properties=species:S:1:pos:R:3:mulliken_charge:R:1 method="wB97M-V/def2-TZVPD" e_homo_ev="1.29 / -5.23" spin_multiplicity=2 s_squared=0.75 charge=-1
C -2.10 -1.10 -0.53 -2.963
N -1.27 0.07 0.19 1.242
C 0.16 -0.18 0.78 -1.493
C 1.16 -0.05 -0.27 0.857
C 1.35 -1.07 -1.43 -1.277
C 2.65 0.16 0.31 -1.469
H -1.48 -1.95 -0.70 0.343
H -2.80 -1.45 0.32 0.953
H -2.70 -0.67 -1.39 0.477
H -1.82 0.32 1.00 0.143
H 0.30 0.63 1.52 0.365
H 0.28 -1.08 1.24 0.074
H 0.92 0.91 -0.75 -0.030
H 2.01 -0.66 -2.23 0.332
H 1.82 -2.07 -1.05 0.322
H 0.36 -1.20 -1.95 0.318
H 2.79 1.11 0.81 0.467
H 3.07 -0.68 0.97 0.397
H 3.31 0.22 -0.51 0.314
H -3.15 3.16 1.80 0.652
H -2.45 2.59 0.52 0.475
O -2.40 2.98 1.38 -1.498


b) 22
Properties=species:S:1:pos:R:3:mulliken_charge:R:1 method="wB97M-V/def2-TZVPD" e_homo_ev="1.31 / -5.98" spin_multiplicity=2 s_squared=0.75 charge=-1
C -0.66 -1.81 -0.37 -1.164
C 0.64 -1.10 -0.73 -0.657
C 0.79 0.27 -0.11 2.663
C 1.82 1.22 -0.75 -2.301
C 1.09 0.20 1.43 -2.413
N -1.91 -1.08 -0.40 -0.772
H -0.73 -2.73 -0.96 0.502
H -0.54 -2.32 0.61 0.100
H 0.65 -0.94 -1.82 0.489
H 1.42 -1.79 -0.40 0.247
H -0.06 0.94 -0.12 -1.308
H 1.85 2.06 -0.04 0.315
H 2.85 0.86 -0.62 0.384
H 1.50 1.57 -1.73 0.937
H 0.77 1.15 1.86 1.169
H 0.61 -0.71 1.82 0.117
H 2.13 -0.07 1.65 0.470
H -2.62 -1.61 -0.89 0.322
H -2.32 -0.87 0.50 0.547
H -2.05 1.57 0.40 -0.073
H -2.49 2.97 0.06 0.831
O -2.72 2.22 0.62 -1.406


c) 22
Properties=species:S:1:pos:R:3:mulliken_charge:R:1 method="wB97M-V/def2-TZVPD" e_homo_ev="1.27 / -5.15" spin_multiplicity=2 s_squared=0.75 charge=-1
C -3.04 0.16 0.27 -1.202
C -1.89 -0.42 1.09 -0.595
C -0.44 0.09 0.64 -0.260
C 0.07 -0.39 -0.68 -1.506
N 1.41 -0.10 -1.11 1.066
C 1.87 1.33 -1.02 -3.628
H -3.18 1.28 0.53 0.332
H -4.00 -0.42 0.48 0.336
H -2.99 0.00 -0.85 0.352
H -1.97 -0.18 2.11 0.305
H -1.93 -1.51 1.03 0.364
H -0.25 1.30 0.72 0.210
H 0.32 -0.14 1.42 0.333
H 0.08 -1.51 -0.63 -0.240
H -0.69 -0.30 -1.52 0.290
H 1.51 -0.38 -2.12 0.582
H 2.88 1.45 -1.46 1.120
H 1.32 2.02 -1.68 0.838
H 1.88 1.57 0.05 0.384
H 2.60 -0.85 0.31 0.374
H 3.67 -1.44 1.37 0.286
O 2.77 -1.55 1.06 -0.739


The least stable of them is a).


a) 10
Properties=species:S:1:pos:R:3:mulliken_charge:R:1 method="wB97M-V/def2-TZVPD" e_homo_ev="-9.47 / -9.47" charge=0
C -0.20 0.33 0.29 0.143
C 0.65 0.13 1.59 -0.994
O 0.28 0.38 -2.50 -0.459
O -0.69 -1.85 -2.48 -0.412
S -1.65 -0.31 0.00 -0.267
S -0.94 -0.42 -2.54 0.680
H 0.21 1.20 -0.23 0.372
H 0.29 -0.68 2.25 0.326
H 0.36 1.03 2.23 0.288
H 1.69 0.20 1.41 0.322


b) 10
Properties=species:S:1:pos:R:3:mulliken_charge:R:1 method="wB97M-V/def2-TZVPD" e_homo_ev=-9.93 charge=0
C -0.86 -0.44 -0.53 -0.898
C -1.15 -0.03 0.71 -0.253
O 1.43 1.37 -1.25 -0.412
O 1.42 1.10 1.19 -0.427
S 2.14 -1.30 -0.28 -0.185
S 1.46 0.53 -0.12 0.927
H -0.49 -1.44 -0.79 0.353
H -1.40 0.03 -1.26 0.333
H -1.65 0.89 0.78 0.289
H -0.90 -0.71 1.54 0.271


c) 10
Properties=species:S:1:pos:R:3:mulliken_charge:R:1 method="wB97M-V/def2-TZVPD" e_homo_ev=-8.22 charge=0
C 0.68 2.07 -1.27 0.675
C -0.44 -1.01 -0.20 -0.664
O 0.39 0.96 -1.09 -0.395
O -0.22 -0.06 0.78 -0.216
S 0.57 3.57 -1.18 -0.358
S -0.05 -0.40 2.32 -0.144
H -1.41 -0.67 -0.58 0.184
H -0.35 -2.07 -0.35 0.418
H 0.34 -0.66 -0.82 0.391
H 0.49 -1.74 2.40 0.111


The least stable of them is c).